Density functional theory data (ωB97M-V/def2-TZVPD) for a structure of composition C21H25F2O5P in a non-equilibrium geometry.

Each line ends with the natural charge from an NBO analysis.
Cartesian coordinates (Å):
P (1.0487, -0.9470, 1.5361)  2.428
F (-5.8820, 1.2556, -0.1372)  -0.337
F (-2.1057, 3.1258, -4.5374)  -0.334
O (0.6886, 0.3667, 2.1554)  -1.105
O (2.2233, 0.6759, -0.6805)  -0.508
O (2.5854, -1.3179, 1.6660)  -0.811
O (2.0509, -1.2188, -1.9486)  -0.554
O (0.3607, -2.2647, 2.1030)  -0.815
C (4.1606, -1.1305, 3.5751)  -0.631
C (-1.1638, 0.4542, -2.1683)  -0.078
C (-1.0740, -2.4608, 2.1519)  -0.069
C (-1.7517, 1.6465, -2.7252)  -0.304
C (-2.0889, 0.9052, 1.4002)  -0.298
C (0.4731, -0.8516, -0.1962)  -0.745
C (3.6664, 2.4150, -1.3917)  -0.641
C (-1.2396, 0.1598, -0.7965)  -0.159
C (-2.3015, 0.5675, 0.0260)  0.035
C (3.5221, -0.4593, 2.3818)  -0.060
C (-3.1350, 1.2995, 2.2107)  -0.173
C (-0.5573, -0.4381, -3.1154)  -0.195
C (-1.6223, 1.9285, -4.0723)  0.412
C (-4.4347, 1.4054, 1.7306)  -0.319
C (1.6519, -0.5112, -1.0322)  0.783
C (2.9887, 1.1456, -1.8122)  -0.081
C (-0.5525, -0.1461, -4.4716)  -0.200
C (-4.6201, 1.1493, 0.3859)  0.401
C (-3.6195, 0.7592, -0.4836)  -0.315
C (-1.4340, -3.5927, 3.0927)  -0.624
C (-1.0115, 1.0642, -4.9763)  -0.318
H (-1.5613, -1.5347, 2.4949)  0.208
H (-1.4288, -2.6879, 1.1335)  0.178
H (-1.0781, 0.9108, 1.8378)  0.266
H (4.7367, -2.0201, 3.3028)  0.216
H (-2.4924, -3.8159, 2.9322)  0.223
H (-0.0583, -1.7465, -0.5931)  0.316
H (4.2801, -0.1592, 1.6565)  0.187
H (4.7391, 2.2341, -1.2858)  0.211
H (-1.3076, -3.2816, 4.1352)  0.216
H (3.7074, 0.3766, -2.1427)  0.206
H (2.9886, 0.4374, 2.7192)  0.216
H (-0.9130, 1.3386, -6.0158)  0.231
H (-5.2669, 1.6771, 2.3676)  0.230
H (-0.2308, 0.1740, -0.1195)  0.283
H (-2.9297, 1.5115, 3.2527)  0.212
H (-2.3337, 2.3290, -2.0968)  0.240
H (3.4182, -1.4011, 4.3320)  0.218
H (3.2634, 2.8116, -0.4501)  0.234
H (3.5356, 3.1559, -2.1833)  0.222
H (-3.8215, 0.6169, -1.5446)  0.237
H (-0.1494, -0.8949, -5.1558)  0.217
H (-0.1859, -1.4093, -2.7694)  0.208
H (2.2649, 1.3188, -2.6235)  0.195
H (-0.8577, -4.5041, 2.9074)  0.221
H (4.8547, -0.4220, 4.0386)  0.224

Cartesian forces, eV/Å:
P -1.0 1.3 2.1
F 0.6 0.0 0.3
F 0.2 -0.8 0.4
O 0.8 -1.6 -0.3
O -0.7 -1.6 -0.9
O -0.7 -0.3 -0.4
O -0.6 1.0 1.8
O 0.4 0.2 0.0
C -0.1 -0.4 0.1
C 1.0 -0.4 -3.2
C -0.4 0.3 -0.2
C 0.2 -0.3 0.7
C 0.1 0.1 -0.2
C -0.7 -2.9 -0.6
C 0.5 0.5 -0.1
C 0.4 0.9 0.2
C -1.0 0.3 2.6
C 0.0 0.8 0.0
C -0.1 -0.2 0.0
C -0.9 0.3 0.6
C 0.1 0.1 -0.1
C -0.1 0.0 -0.1
C 0.9 -0.1 -1.9
C 0.2 0.2 -0.3
C 0.5 -0.1 -0.1
C -0.5 0.0 -0.4
C 0.7 -0.5 0.1
C 0.1 0.1 0.1
C -0.2 0.2 0.4
H 0.2 -0.2 -0.2
H 0.2 0.1 0.2
H -0.8 -0.2 -0.5
H -0.2 0.1 0.0
H 0.1 0.0 0.1
H 1.0 0.4 0.6
H -0.1 -0.1 0.0
H -0.1 0.2 0.2
H 0.1 -0.1 -0.2
H -0.4 0.3 0.2
H 0.0 -0.2 -0.2
H -0.1 -0.1 0.0
H 0.0 0.0 -0.1
H -0.1 2.2 -0.1
H 0.0 0.1 0.0
H 0.5 -0.2 -0.2
H 0.1 0.0 -0.2
H 0.1 -0.1 -0.3
H 0.1 0.1 0.2
H -0.2 -0.1 0.4
H 0.0 0.3 0.1
H -0.2 0.5 -0.3
H 0.2 -0.2 0.2
H 0.0 0.2 0.0
H -0.1 0.0 -0.1

Properties
Maximum force, eV Å⁻¹: 3.40
E_tot, Ha: -1732.403977
E_HOMO, eV: -6.88
Gap between HOMO and LUMO, eV: 5.72